Below is an isolated molecule of C6H9N, with properties calculated with the ωB97M-V functional and the def2-TZVPD basis.

Results
- SMILES: N[C@]12CC=C[C@H]1C2

```
16
Properties=species:S:1:pos:R:3:mulliken_charge:R:1
N -1.223 -1.098 -1.396 -0.6521
C -0.552 -0.201 -0.391 0.3845
C 0.246 1.100 -0.794 -0.9422
C 1.393 1.104 0.144 -0.3914
C 1.486 -0.023 0.904 -0.3850
C 0.196 -0.751 0.944 -0.2259
C -1.209 -0.124 1.016 -0.7284
H -0.597 -0.813 -2.226 0.3276
H -2.350 -0.746 -1.462 0.3037
H 0.715 1.016 -1.745 0.4348
H -0.603 1.764 -0.913 0.3259
H 2.463 1.685 0.000 0.2283
H 2.468 -0.034 1.543 0.2902
H 0.169 -1.798 1.021 0.4347
H -1.209 0.977 1.156 0.3073
H -1.851 -0.989 1.466 0.2879
```

***

Below is C33H50CaN3OP2 as an isolated structure, with properties calculated with the ωB97M-V functional and the def2-TZVPD basis.

Results
- Charge: +1

```
90
Properties=species:S:1:pos:R:3:mulliken_charge:R:1
C 1.036 -0.719 -2.291 -0.5333
C 1.104 1.565 -1.740 0.5965
C 1.393 -0.470 -3.612 -0.7698
C 1.655 1.835 -3.022 -0.9608
C 1.776 0.827 -3.962 -0.8926
H 1.374 -1.298 -4.317 0.4953
H 1.975 2.857 -3.218 0.4809
H 2.157 1.024 -4.960 0.4081
N 0.936 0.249 -1.364 1.1892
P 1.198 -2.550 -0.161 0.8694
P -0.268 2.739 0.575 0.2124
C 0.644 -2.142 -1.875 -0.7189
H -0.457 -2.199 -1.912 0.3704
H 1.018 -2.883 -2.597 0.5453
C -1.347 -0.582 3.367 0.2923
O -1.854 -0.680 4.391 -0.2056
C 0.769 2.633 -0.844 -1.0823
H 1.275 3.582 -1.065 0.1157
C -1.842 3.578 -0.122 1.8053
C 0.706 3.896 1.768 1.7945
C 0.182 -4.052 0.347 1.6748
C 3.025 -2.928 -0.455 1.8153
C -2.989 3.164 0.812 -1.6260
H -2.847 3.557 1.828 0.2819
H -3.929 3.572 0.419 0.5103
H -3.079 2.073 0.879 0.1282
C -1.739 5.101 -0.198 -2.1013
H -1.661 5.583 0.784 0.3477
H -0.907 5.424 -0.835 0.3981
H -2.664 5.471 -0.665 0.5343
C -2.084 3.063 -1.547 -1.3544
H -3.062 3.425 -1.897 0.6393
H -1.315 3.436 -2.235 0.3531
H -2.090 1.970 -1.590 -0.3481
C -0.176 4.185 3.001 -1.7580
H -0.503 3.256 3.491 0.2543
H 0.411 4.760 3.734 0.5030
H -1.071 4.776 2.761 0.2658
C 1.964 3.127 2.213 -1.7686
H 1.738 2.170 2.703 0.0621
H 2.635 2.933 1.365 0.3124
H 2.516 3.750 2.933 0.6129
C 1.182 5.196 1.107 -1.8020
H 0.371 5.843 0.763 0.2838
H 1.747 5.765 1.861 0.5308
H 1.856 5.002 0.265 0.3448
C 3.605 -3.608 0.798 -1.8483
H 4.696 -3.672 0.676 0.5258
H 3.405 -3.022 1.707 0.2712
H 3.234 -4.631 0.945 0.2948
C 3.736 -1.572 -0.651 -1.6243
H 3.425 -1.071 -1.575 0.3808
H 3.565 -0.887 0.193 0.1671
H 4.818 -1.759 -0.718 0.5224
C 3.289 -3.786 -1.699 -1.8381
H 4.371 -3.986 -1.735 0.5228
H 2.775 -4.754 -1.679 0.2529
H 3.023 -3.269 -2.629 0.3585
C -1.310 -3.767 0.082 -1.7529
H -1.542 -3.748 -0.991 0.3544
H -1.897 -4.581 0.535 0.6321
H -1.640 -2.819 0.528 0.0761
C 0.377 -4.262 1.862 -1.6026
H 0.085 -3.369 2.436 0.1640
H -0.269 -5.092 2.180 0.4996
H 1.410 -4.515 2.126 0.3075
C 0.598 -5.299 -0.435 -1.9678
H 0.529 -5.149 -1.522 0.3191
H 1.607 -5.649 -0.183 0.3111
H -0.100 -6.108 -0.171 0.5364
Ca 0.450 -0.023 1.029 2.1244
N -1.634 -0.199 0.196 0.4188
C -2.468 -0.189 -0.638 -0.4015
C -3.648 -0.431 -1.391 0.5375
C -4.689 -1.165 -0.795 -0.3422
C -3.795 0.057 -2.706 -0.0739
C -5.866 -1.416 -1.499 -0.7494
H -4.560 -1.521 0.227 0.4230
C -4.980 -0.183 -3.403 -0.8429
H -2.975 0.618 -3.158 0.4628
C -6.005 -0.924 -2.803 -0.3341
H -6.663 -1.990 -1.024 0.3989
H -5.096 0.210 -4.419 0.4000
H -6.921 -1.119 -3.360 0.4090
C 2.965 -0.383 5.218 -1.2006
C 2.231 -0.343 3.979 0.4494
N 1.637 -0.331 2.976 -0.6423
H 3.871 0.236 5.137 0.3165
H 3.256 -1.420 5.437 0.3587
H 2.339 0.001 6.035 0.3187
```

***

Quick rundown of Kohn-Sham gap, same order as above: 9.32; 5.65 eV
Quick rundown of max |F|, same order as above: 0.0870; 0.0870 hartree/bohr